The following is a quantum chemistry calculation of a molecular structure, C10H30BFO9S5, from the Open Molecules 2025 dataset.

```
56
C10H30BFO9S5 the ωB97M-V functional and the def2-TZVPD basis
C 1.00 -2.70 -0.19
C 0.18 -1.56 0.37
O -1.16 -2.05 0.59
B -2.16 -1.31 0.07
O -2.27 -0.86 -1.19
O -3.27 -1.01 0.95
S -4.41 -2.18 0.88
O -5.54 -1.62 0.22
O -3.72 -3.15 -0.36
F -3.47 -4.38 0.24
H 0.84 -3.54 0.48
H 0.58 -2.97 -1.15
H 2.04 -2.43 -0.26
H 0.59 -1.33 1.34
H 0.22 -0.68 -0.27
H -1.46 -0.50 -1.55
C 5.06 -2.41 3.77
S 4.32 -2.99 2.24
O 3.41 -1.91 1.75
C 3.28 -4.24 3.00
H 5.72 -1.58 3.53
H 4.27 -2.06 4.45
H 5.63 -3.21 4.22
H 2.61 -3.78 3.73
H 3.91 -4.99 3.48
H 2.69 -4.71 2.21
C -4.31 3.94 -2.37
S -3.90 2.46 -1.44
O -2.48 2.13 -1.76
C -4.93 1.34 -2.40
H -3.73 4.77 -1.96
H -4.05 3.80 -3.42
H -5.37 4.16 -2.26
H -4.64 1.37 -3.44
H -5.98 1.63 -2.28
H -4.79 0.33 -2.00
C -6.21 8.84 0.01
S -6.33 7.63 -1.31
O -6.20 6.29 -0.68
C -4.74 8.02 -2.06
H -7.10 8.75 0.64
H -5.32 8.66 0.61
H -6.18 9.84 -0.42
H -3.94 7.89 -1.32
H -4.75 9.04 -2.42
H -4.58 7.33 -2.89
C 6.95 -4.71 -0.64
S 7.80 -4.93 0.93
O 7.18 -3.99 1.89
C 9.36 -4.21 0.40
H 5.93 -5.06 -0.52
H 6.95 -3.65 -0.91
H 7.45 -5.29 -1.41
H 9.19 -3.18 0.07
H 9.79 -4.81 -0.40
H 10.03 -4.21 1.26
```

Results
HOMO (eV): -8.45
Relative energy (zero: lowest compared OMol25 entry of this formula, charge and spin) (kcal per mole): 12.4
Kohn-Sham gap (eV): 9.0
Lowest unoccupied orbital energy (eV): 0.552

These are the natural (NBO) partial charges, in e, on atoms 1 to 2: -0.624, -0.056

***

The following is a quantum chemistry calculation of a molecular structure, C10H30CaFO5, from the Open Molecules 2025 dataset.

```
47
C10H30CaFO5 the ωB97M-V functional and the def2-TZVPD basis
Ca 7.57 11.96 -15.59
F 8.43 10.17 -14.78
C 8.72 11.43 -9.91
C 9.20 10.83 -11.21
O 8.05 10.52 -12.01
H 9.57 11.67 -9.27
H 8.05 10.73 -9.42
H 8.13 12.33 -10.10
H 9.76 9.92 -11.01
H 9.87 11.51 -11.74
H 8.38 10.15 -12.84
C 8.83 7.41 -18.91
C 8.97 7.42 -17.41
O 9.50 8.67 -16.99
H 8.36 8.34 -19.26
H 8.21 6.57 -19.24
H 9.81 7.32 -19.39
H 9.64 6.61 -17.11
H 8.01 7.19 -16.93
H 9.14 8.92 -16.13
C 4.97 6.80 -13.72
C 5.99 7.88 -13.54
O 7.02 7.70 -14.51
H 5.39 5.81 -13.53
H 4.57 6.78 -14.74
H 4.12 6.90 -13.04
H 6.40 7.86 -12.52
H 5.52 8.87 -13.67
H 7.55 8.51 -14.52
C 4.86 8.81 -17.05
C 6.13 9.57 -17.33
O 6.00 11.01 -16.94
H 4.64 8.76 -15.98
H 4.97 7.79 -17.42
H 4.00 9.25 -17.56
H 6.39 9.52 -18.38
H 6.95 9.18 -16.74
H 5.39 11.41 -17.57
C 11.34 6.93 -12.29
C 10.34 7.61 -13.21
O 10.81 8.92 -13.51
H 11.18 7.20 -11.25
H 12.37 7.17 -12.55
H 11.20 5.85 -12.36
H 9.35 7.65 -12.73
H 10.22 7.04 -14.14
H 10.16 9.35 -14.07
```

Results
HOMO (eV): -12.10
Relative energy (zero: lowest compared OMol25 entry of this formula, charge and spin) (kcal per mole): 31.7
Kohn-Sham gap (eV): 6.6
Total charge: +1
Lowest unoccupied orbital energy (eV): -5.503

These are the Mulliken partial charges, in e, on atoms 1 to 2: 1.474, -0.536

***

The following is a quantum chemistry calculation of a molecular structure, C10H30FNbO5P, from the Open Molecules 2025 dataset.

```
48
C10H30FNbO5P the ωB97M-V functional and the def2-TZVPD basis
O 4.33 -2.62 -1.14
P 2.85 -2.82 -0.99
Nb 1.06 -0.84 -0.79
C -0.17 -2.69 -1.16
C -1.57 -2.54 -0.62
F -2.45 -2.05 -1.61
H 2.38 -3.74 -1.98
H 2.58 -3.73 0.08
H 1.06 -0.95 1.06
H 2.56 0.13 -0.39
H 1.71 -0.53 -2.49
H -0.23 0.44 -1.08
H 0.29 -3.58 -0.70
H -0.20 -2.93 -2.23
H -1.64 -1.81 0.20
H -2.02 -3.47 -0.26
C -0.57 -0.31 3.62
O -0.81 -1.65 3.26
C -0.16 -2.61 4.06
C -1.10 -3.29 5.02
O -1.65 -2.40 5.98
C -2.92 -1.90 5.64
H -1.27 0.29 3.04
H -0.74 -0.15 4.69
H 0.44 0.00 3.35
H 0.67 -2.16 4.61
H 0.26 -3.38 3.39
H -0.56 -4.07 5.57
H -1.91 -3.77 4.46
H -3.70 -2.66 5.75
H -2.94 -1.52 4.61
H -3.13 -1.08 6.33
C 0.28 2.25 -4.54
O 1.05 2.70 -3.45
C 1.98 3.72 -3.73
C 1.49 5.07 -3.25
O 0.32 5.51 -3.92
C -0.87 5.22 -3.21
H -0.51 1.64 -4.12
H -0.15 3.09 -5.10
H 0.87 1.63 -5.23
H 2.20 3.77 -4.80
H 2.91 3.48 -3.20
H 2.27 5.82 -3.43
H 1.31 5.01 -2.17
H -1.00 5.88 -2.35
H -0.90 4.18 -2.86
H -1.70 5.39 -3.90
```

Results
HOMO (eV): -4.44
Kohn-Sham gap (eV): 7.0
Total charge: -1
Lowest unoccupied orbital energy (eV): 2.537

These are the natural (NBO) partial charges, in e, on atoms 1 to 2: -1.162, 0.954

***

The following is a quantum chemistry calculation of a molecular structure, C10H30KO5, from the Open Molecules 2025 dataset.

```
46
C10H30KO5 the ωB97M-V functional and the def2-TZVPD basis
K -0.50 0.02 0.57
C 2.53 -3.21 2.30
C 2.23 -1.85 1.64
O 1.09 -1.37 2.31
H 2.75 -3.17 3.36
H 3.36 -3.78 1.87
H 1.62 -3.80 2.16
H 2.11 -1.86 0.56
H 3.07 -1.17 1.81
H 1.32 -1.05 3.18
C 3.22 0.58 -1.18
C 1.94 0.88 -2.00
O 1.17 1.72 -1.11
H 3.13 0.41 -0.11
H 3.76 1.52 -1.10
H 3.82 -0.23 -1.58
H 1.43 -0.08 -2.09
H 2.08 1.29 -3.00
H 1.46 2.63 -1.21
C -2.16 -2.53 -0.85
C -0.97 -2.77 -1.79
O 0.14 -2.05 -1.28
H -2.54 -1.51 -0.95
H -1.93 -2.76 0.19
H -3.00 -3.19 -1.06
H -1.23 -2.42 -2.79
H -0.72 -3.83 -1.87
H 0.93 -2.25 -1.80
C -3.98 1.03 -2.88
C -2.89 1.64 -2.02
O -2.97 1.13 -0.70
H -3.84 1.40 -3.90
H -5.01 1.31 -2.65
H -3.94 -0.05 -2.78
H -3.09 2.71 -1.96
H -1.89 1.59 -2.44
H -3.84 1.44 -0.41
C 1.04 2.39 3.27
C -0.16 2.98 2.52
O -1.16 1.99 2.44
H 1.47 1.49 2.82
H 0.71 2.11 4.27
H 1.81 3.09 3.57
H 0.14 3.16 1.49
H -0.57 3.94 2.85
H -1.98 2.48 2.32
```

Results
HOMO (eV): -13.36
Relative energy (zero: lowest compared OMol25 entry of this formula, charge and spin) (kcal per mole): 18.3
Kohn-Sham gap (eV): 11.1
Total charge: +1
Lowest unoccupied orbital energy (eV): -2.281

These are the natural (NBO) partial charges, in e, on atoms 1 to 2: 0.942, -0.638

***

What is the lowest unoccupied orbital energy in the fourth record? -2.281 eV